{
  "formula": "C5H8",
  "method": "ωB97M-V with the def2-TZVPD basis set",
  "smiles": "C=CCC=C",
  "mol_weight_g_mol": 68.1,
  "total_charge": 0,
  "homo_lumo_gap_ev": 10.79,
  "energy_ev": -5312.2396,
  "lumo_energy_ev": 1.2,
  "elements": ["C", "C", "C", "C", "C", "H", "H", "H", "H", "H", "H", "H", "H"],
  "coordinates": [[1.877, 0.170, 0.702], [1.285, -0.795, 0.099], [-0.124, -0.853, -0.229], [-0.929, 0.443, 0.030], [-1.882, 1.071, -0.672], [2.900, -0.089, 1.105], [1.166, 0.951, 1.061], [1.841, -1.709, -0.364], [-0.709, -1.494, 0.416], [-0.245, -1.360, -1.211], [-0.718, 0.704, 1.054], [-2.224, 2.055, -0.269], [-2.238, 0.906, -1.721]],
  "forces_ev_per_a": [[1.4, 1.0, 2.6], [0.7, -3.8, -2.5], [-2.9, 0.6, -1.4], [0.0, -1.1, -1.1], [0.5, 1.3, -0.2], [-1.1, 1.3, -0.6], [1.6, -0.2, 0.0], [-0.6, 1.6, 1.3], [0.4, -0.9, 0.6], [-0.2, 0.8, 0.2], [-0.3, 0.8, 0.1], [-0.1, -1.1, -0.1], [0.7, -0.4, 1.1]]
}

---

{
  "formula": "C5H8",
  "method": "ωB97M-V with the def2-TZVPD basis set",
  "smiles": "CC=C=CC",
  "mol_weight_g_mol": 68.1,
  "total_charge": 0,
  "homo_lumo_gap_ev": 10.05,
  "energy_ev": -5312.5533,
  "lumo_energy_ev": 1.0,
  "elements": ["C", "C", "C", "C", "C", "H", "H", "H", "H", "H", "H", "H", "H"],
  "coordinates": [[-2.179, 0.214, -0.445], [-1.216, 0.603, 0.654], [0.046, 0.322, 0.461], [1.034, -0.497, 0.220], [2.271, -0.453, -0.617], [-3.137, 0.734, -0.381], [-2.366, -0.868, -0.400], [-1.732, 0.421, -1.422], [-1.581, 0.945, 1.616], [0.803, -1.480, 0.629], [3.028, -1.102, -0.166], [2.013, -0.887, -1.592], [2.691, 0.541, -0.786]],
  "forces_ev_per_a": [[-0.1, 0.0, -0.1], [0.2, 0.0, 0.0], [-0.1, -0.5, 0.1], [-0.2, -0.1, 0.0], [0.1, 0.1, 0.0], [0.1, 0.0, 0.0], [-0.1, 0.2, 0.0], [-0.2, 0.0, 0.2], [0.0, 0.4, -0.2], [0.2, -0.1, 0.0], [0.1, 0.2, -0.1], [0.2, 0.1, 0.1], [-0.1, -0.1, 0.1]]
}

---

{
  "formula": "C5H8",
  "method": "ωB97M-V with the def2-TZVPD basis set",
  "smiles": "C=CCC=C",
  "mol_weight_g_mol": 68.1,
  "total_charge": 0,
  "homo_lumo_gap_ev": 10.44,
  "energy_ev": -5312.2919,
  "lumo_energy_ev": 1.2,
  "elements": ["C", "C", "C", "C", "C", "H", "H", "H", "H", "H", "H", "H", "H"],
  "coordinates": [[0.609, 2.024, -0.130], [0.740, 0.879, 0.481], [-0.439, -0.081, 0.874], [-0.192, -1.286, 0.082], [-0.711, -1.609, -1.191], [1.557, 2.646, -0.589], [-0.407, 2.354, -0.395], [1.781, 0.422, 0.610], [-1.427, 0.404, 0.617], [-0.424, -0.105, 1.987], [0.676, -1.891, 0.521], [-0.259, -2.339, -1.871], [-1.544, -1.058, -1.580]],
  "forces_ev_per_a": [[1.5, 2.3, -2.1], [1.0, -2.2, 0.6], [-0.6, 2.9, 0.2], [0.4, -3.0, -2.9], [1.8, 0.8, 3.6], [-2.6, -1.6, 1.4], [0.6, 0.3, 0.2], [-1.5, 0.7, 0.1], [1.0, -0.4, 0.1], [0.0, -0.8, -0.7], [-1.2, 0.6, -1.1], [-0.2, 0.0, 0.7], [-0.3, 0.4, -0.1]]
}

---

no.,HOMO (eV)
1,-9.584
2,-9.043
3,-9.192